Record 1
Computed, not measured: a 2-piece molecular cluster, C6H8NO4S overall at a distorted geometry, with wB97M-V/def2-TZVPD.

Each line ends with the Löwdin charge.
Atoms and positions in Å:
C  -0.531814  -3.010173  -1.191341  -0.140
C  0.786946  -2.370950  -1.207004  -0.082
C  -1.414493  -2.170336  -0.598664  -0.094
C  0.707790  -1.221244  -0.509932  -0.070
C  -1.188406  0.141354  0.525654  -0.078
C  1.689647  0.761699  1.466987  -0.190
N  -0.691341  -0.964919  -0.216208  -0.121
O  2.086801  3.374429  0.312250  -0.449
O  0.462509  2.107121  -1.074217  -0.436
O  -0.322663  3.512181  0.934226  -0.345
O  2.013380  1.142273  2.508209  0.000
S  0.961184  2.445631  0.280104  0.610
H  -0.914358  -3.794016  -1.853895  0.083
H  1.447512  -3.076634  -1.482573  0.042
H  -2.492788  -2.089270  -0.423193  0.103
H  -1.869698  -0.165540  1.281260  0.081
H  -0.207874  0.427352  0.974378  0.013
H  -1.569770  0.912192  -0.107753  0.076
H  1.169820  -0.421631  -0.561590  -0.016
H  -0.122384  4.460481  0.943301  0.014

Cartesian forces, eV/Å:
-0.6 0.6 -0.8
-3.9 -1.0 1.2
0.8 3.8 1.1
-7.5 -5.1 -0.5
2.3 0.1 0.3
1.4 -1.1 1.9
0.8 -5.1 -1.7
0.5 -0.1 -0.2
0.6 0.1 1.1
-0.2 -0.8 -0.1
-0.2 -0.2 -0.3
-2.1 3.3 -1.7
0.7 -0.2 0.6
3.4 -1.1 -1.2
0.5 -0.6 -0.3
-0.6 -0.3 0.7
-1.6 0.7 0.3
-0.3 0.6 -0.2
5.3 6.9 0.2
0.6 -0.4 -0.2

Values from the calculation:
total charge = -1
strongest force on any atom = 9.09 eV Å⁻¹
energy above the lowest of the compared OMol25 structures with the same formula, charge and spin = 3.558 eV
gap between HOMO and LUMO = 0.293 Eh

Record 2
Computed, not measured: a 2-piece molecular cluster, C6H8NO4S2 overall at a distorted geometry, with wB97M-V/def2-TZVPD.

Each line ends with the Löwdin charge.
Atoms and positions in Å:
C  -1.567590  -0.681271  0.832086  -0.124
C  -0.305234  -0.240345  0.796858  -0.226
C  -3.229655  1.015682  0.040688  -0.703
C  -2.301522  -0.380497  -0.374691  -0.373
C  0.223901  0.261321  -0.414256  -0.691
C  1.851436  -0.970961  -1.110365  0.043
N  -0.001352  3.007633  0.247357  -0.033
O  -2.466127  1.870479  0.517502  -0.066
O  -4.408096  0.846869  0.066708  0.021
O  2.016993  1.526061  0.972666  -0.341
O  1.961815  2.253877  -1.334447  -0.333
S  -0.974093  0.085117  -1.690485  0.912
S  1.229485  1.818995  -0.194547  0.585
H  -1.847896  -1.098308  1.803770  0.126
H  0.286459  -0.192291  1.682651  0.104
H  -2.863435  -1.165330  -0.912658  0.086
H  1.987286  -1.444525  -0.064677  0.064
H  2.683262  -0.353098  -1.252911  -0.014
H  1.286756  -1.412456  -1.846411  -0.032
H  -0.843270  2.527113  0.388168  -0.044
H  -0.139727  3.615146  -0.533129  0.040

Cartesian forces, eV/Å:
1.9 -0.3 0.4
-0.3 -0.6 1.6
3.2 -1.5 1.1
-1.2 1.0 -2.2
3.9 -0.3 -3.0
-1.9 1.7 5.9
4.0 -0.6 -0.6
-0.4 0.7 -0.5
-2.7 -0.1 -0.6
-0.1 0.1 0.3
-0.1 0.4 -1.2
-1.1 0.1 1.2
-2.5 0.1 1.8
-0.9 0.2 -0.7
0.5 -0.1 0.4
-0.1 0.4 0.8
-0.4 0.1 -2.1
1.0 0.9 -1.0
-0.7 -1.2 -1.6
-2.1 -1.2 0.5
0.1 0.4 -0.7

Values from the calculation:
total charge = -1
strongest force on any atom = 6.46 eV Å⁻¹
energy above the lowest of the compared OMol25 structures with the same formula, charge and spin = 2.093 eV
gap between HOMO and LUMO = 0.275 Eh

Record 3
Computed, not measured: a 2-piece molecular cluster, C6H8NO4Se overall at a distorted geometry, with wB97M-V/def2-TZVPD.

Each line ends with the Löwdin charge.
Atoms and positions in Å:
C  2.891498  1.430157  0.008307  -0.727
C  -3.551201  -0.298500  0.337272  -0.486
C  2.202270  -0.899938  -1.003373  -0.490
C  1.669850  0.306732  -0.293334  -0.379
C  0.879095  -1.341518  1.263682  -0.350
C  -2.594865  0.906695  0.188669  0.025
N  1.210490  -0.133706  0.910592  -0.191
O  2.522168  2.259700  0.810237  -0.030
O  -3.019578  -1.237188  -0.605570  0.000
O  3.913180  1.246608  -0.612875  -0.020
O  -4.462830  -0.458038  1.104429  0.093
Se  1.116384  -2.354496  -0.396578  0.808
H  2.047452  -0.882005  -2.028944  0.025
H  3.313220  -1.270204  -0.705428  0.121
H  1.064748  0.938031  -0.980784  0.138
H  -2.465367  1.165347  -0.808023  0.059
H  -1.678870  0.481381  0.585554  0.079
H  -2.989245  1.721723  0.746438  0.071
H  -3.094183  -2.124407  -0.149516  0.129
H  1.025780  0.543620  1.629252  0.126

Cartesian forces, eV/Å:
-1.8 -2.1 -0.6
1.5 0.4 -1.4
3.0 -1.6 2.0
3.2 1.8 -2.3
-0.3 -3.9 -1.7
-1.6 -1.8 1.8
-1.5 3.7 3.7
-0.6 1.7 1.6
-1.4 -0.8 2.6
1.8 -0.1 -1.0
0.9 -0.4 -0.9
-1.3 -1.6 0.9
0.2 0.2 -2.0
-2.5 1.7 -0.9
-0.8 -0.6 0.5
0.3 0.3 -1.9
0.4 0.4 0.1
0.0 0.7 0.6
-0.1 1.1 -1.0
0.4 0.8 0.0

Values from the calculation:
total charge = -1
strongest force on any atom = 5.42 eV Å⁻¹
multiplicity = 3
expectation value of S² = 2.01
gap between HOMO and LUMO (spin up / spin down) = 0.173 / 0.218 Eh

Record 4
Computed, not measured: an isolated ion of composition C6H8NO5 and charge -1 at a distorted geometry, with wB97M-V/def2-TZVPD.

Each line ends with the Löwdin charge.
Atoms and positions in Å:
C  -2.802174  -0.194151  -0.264804  -0.655
C  0.611455  -0.581870  0.756438  -0.160
C  0.914496  0.409177  -0.438854  -0.165
C  -0.707720  -1.345494  0.526135  -0.127
C  -0.219327  1.293574  -0.806053  -0.054
C  -1.912976  -0.489651  1.005000  -0.271
N  -0.459269  2.288821  0.032464  -0.337
O  -2.762450  -1.108619  -1.081487  -0.016
O  -3.279742  0.973315  -0.243331  -0.046
O  -1.662468  2.878249  -0.150138  0.063
O  0.271302  2.764044  0.895136  0.003
O  -2.180849  -0.049579  2.145654  0.048
H  1.366696  -1.218572  0.965108  0.058
H  0.369058  0.100762  1.571844  0.101
H  1.905934  0.893579  -0.352891  0.106
H  1.183975  -0.271360  -1.296761  0.112
H  -0.925688  -1.621936  -0.568086  0.124
H  -0.906254  -2.206383  1.139082  0.105
H  -1.033612  1.020366  -1.362219  0.094
H  -2.358564  2.255838  -0.335955  0.017

Cartesian forces, eV/Å:
0.6 0.8 2.0
-3.4 3.1 -1.0
1.5 -2.5 -1.3
-0.8 0.7 -0.6
2.1 0.9 3.0
-1.0 1.2 0.8
-0.4 -1.3 -1.6
-1.2 0.1 -1.1
-0.7 -0.7 -1.1
1.3 3.6 0.7
0.2 0.2 0.3
1.4 -1.7 -2.9
2.7 -1.8 0.7
0.6 -0.3 0.6
-0.7 0.4 0.7
-0.8 0.5 0.3
0.6 0.4 1.9
0.8 -0.9 0.4
-1.5 -0.7 -1.6
-1.2 -2.2 0.0

Values from the calculation:
total charge = -1
strongest force on any atom = 4.72 eV Å⁻¹
SMILES string = O=C([O-])C(=O)CCC/C=[N+](\[O-])O
energy above the lowest of the compared OMol25 structures with the same formula, charge and spin = 2.529 eV
gap between HOMO and LUMO = 0.310 Eh